Entry 1:
An isolated molecule of C3H4S2 at a distorted geometry, computed with ωB97M-V with the def2-TZVPD basis set.

Values from the calculation:
- HOMO-LUMO gap: 9.057 eV
- Spin multiplicity: 1
- Energy relative to the best compared isomer or geometry (same formula, charge and spin): 193.4 kJ/mol
- Charge: 0
- HOMO level: -0.31754 Eh
- DFT total energy: -24843.6366 eV
- SMILES: C[C@]12S[C@H]1S2

Structure (XYZ):
```
9
Properties=species:S:1:pos:R:3:nbo_charge:R:1
C -2.07259 -0.01195 -0.56383 -0.4782
C -1.03277 -0.20635 0.37799 -0.1939
C 0.43081 -0.25954 0.45895 -0.6496
S -2.12679 -1.67645 0.06497 0.1156
S -2.20987 1.06426 0.79957 0.2136
H -2.35206 0.05377 -1.65798 0.2740
H 0.73094 0.35895 1.39623 0.2353
H 1.00352 0.10482 -0.40853 0.2382
H 0.75950 -1.28655 0.72159 0.2450
```


Entry 2:
An isolated molecule of C3H4S2 at a distorted geometry, computed with ωB97M-V with the def2-TZVPD basis set.

Values from the calculation:
- HOMO-LUMO gap: 9.041 eV
- Spin multiplicity: 1
- Energy relative to the best compared isomer or geometry (same formula, charge and spin): 199.7 kJ/mol
- Charge: 0
- HOMO level: -0.31856 Eh
- DFT total energy: -24843.5715 eV
- SMILES: C#CSSC

Structure (XYZ):
```
9
Properties=species:S:1:pos:R:3:nbo_charge:R:1
C -1.60885 1.94060 0.41374 -0.1885
C -1.47592 0.81617 0.01298 -0.2990
C 1.47129 -0.94656 -0.07997 -0.7125
S -1.53876 -0.76266 -0.49810 0.2166
S -0.08320 -1.78855 0.48314 0.0830
H -1.86853 2.93502 0.38122 0.2288
H 2.34856 -0.78932 0.51981 0.2366
H 1.05763 -0.01531 -0.26576 0.2242
H 1.69779 -1.38940 -0.96706 0.2108
```


Entry 3:
An isolated molecule of C3H4S3 at a distorted geometry, computed with ωB97M-V with the def2-TZVPD basis set.

Values from the calculation:
- HOMO-LUMO gap: 9.177 eV
- Spin multiplicity: 1
- Energy relative to the best compared isomer or geometry (same formula, charge and spin): 327.7 kJ/mol
- Charge: 0
- HOMO level: -0.33213 Eh
- DFT total energy: -35678.0796 eV
- SMILES: C#CC(S)(S)S

Structure (XYZ):
```
10
Properties=species:S:1:pos:R:3:nbo_charge:R:1
C 1.19227 -2.40504 0.85194 -0.1562
C 0.72796 -1.35376 0.51847 -0.1033
C 0.16752 -0.23759 -0.19130 -0.4113
S 0.61864 1.31161 0.64955 0.0462
S 0.45700 -0.14068 -1.97813 0.0811
S -1.92919 -0.24089 0.05278 -0.0816
H 1.53923 -3.44253 1.10720 0.2605
H 1.27234 1.83508 -0.40395 0.1207
H 0.36403 1.22141 -1.96798 0.1261
H -2.04551 0.96497 0.47631 0.1180
```


Entry 4:
An isolated molecule of C3H4S4 at a distorted geometry, computed with ωB97M-V with the def2-TZVPD basis set.

Values from the calculation:
- HOMO-LUMO gap: 7.600 eV
- Spin multiplicity: 1
- Energy relative to the best compared isomer or geometry (same formula, charge and spin): 145.4 kJ/mol
- Charge: 0
- HOMO level: -0.31954 Eh
- DFT total energy: -46514.4734 eV
- SMILES: S=C=C(S)SCS

Structure (XYZ):
```
11
Properties=species:S:1:pos:R:3:nbo_charge:R:1
C 1.77914 -0.25259 1.26331 -0.0325
C 1.41472 -0.23523 0.02281 -0.5208
C -1.23164 0.53226 -0.64057 -0.6874
S -2.64080 1.46923 0.03348 0.0135
S 0.47164 1.24700 -0.58325 0.2793
S 2.07230 -0.13474 2.82716 0.1810
S 1.95003 -1.35066 -1.30073 0.0406
H -1.01934 -0.44926 -0.29103 0.2324
H -1.61566 0.35710 -1.76253 0.2437
H -2.50590 1.30821 1.31426 0.1154
H 1.32549 -2.49133 -0.88290 0.1348
```


Entry 5:
A structure of composition C3H5AlO5 at a distorted geometry, computed with ωB97M-V with the def2-TZVPD basis set.

Values from the calculation:
- HOMO-LUMO gap (alpha / beta): 5.379 / 5.216 eV
- Spin multiplicity: 2
- Energy relative to the best compared isomer or geometry (same formula, charge and spin): 159.5 kJ/mol
- Charge: +1
- HOMO level (alpha / beta): -0.50500 / -0.49873 Eh
- ⟨S²⟩: 0.76
- DFT total energy: -20015.3734 eV

Structure (XYZ):
```
14
Properties=species:S:1:pos:R:3:nbo_charge:R:1
O 0.92554 1.00135 -1.34886 -0.3277
C 1.52177 0.90494 -0.20872 -0.1108
C 1.65984 -0.82478 0.27485 -0.0893
O 1.07507 -1.00204 1.44799 -0.9413
H -2.72852 -1.25523 -0.99641 0.5210
H 1.04329 1.35115 0.68259 0.1232
H 2.57472 1.09574 -0.63691 0.2917
H 2.75379 -0.96018 0.27824 0.2255
H 1.18626 -1.32100 -0.58777 0.1922
Al -0.51949 -0.57752 1.53381 2.3302
O -1.41742 0.43921 0.74299 -0.9815
C -2.38825 0.46445 -0.10222 0.9631
O -3.43716 1.07572 0.04490 -0.4813
O -2.24944 -0.39180 -1.12448 -0.7150
```


Entry 6:
A structure of composition C3H5AuLiO3 at a distorted geometry, computed with ωB97M-V with the def2-TZVPD basis set.

Values from the calculation:
- HOMO-LUMO gap (alpha / beta): 8.284 / 6.739 eV
- Spin multiplicity: 3
- Energy relative to the best compared isomer or geometry (same formula, charge and spin): 0.0 kJ/mol
- Charge: +1
- HOMO level (alpha / beta): -0.45763 / -0.54623 Eh
- ⟨S²⟩: 2.00
- DFT total energy: -13221.2315 eV

Structure (XYZ):
```
13
Properties=species:S:1:pos:R:3:nbo_charge:R:1
O -1.32957 0.46200 0.09324 -0.5035
C -0.50039 1.24385 0.86354 0.6437
C -0.92773 -0.90676 0.11284 -0.1067
O -0.52105 2.45716 0.55619 -0.6625
O 0.96966 0.33318 -0.29847 -0.8709
C 0.39926 -0.92434 -0.63366 -0.1408
H -1.71671 -1.51755 -0.33812 0.2371
H -0.71778 -1.25503 1.13653 0.1933
H 0.22498 -1.15782 -1.69557 0.1996
H 1.01603 -1.76382 -0.27214 0.2126
H -0.08559 0.86754 1.81755 0.1696
Li 0.35489 1.82963 -1.42518 0.9596
Au 2.83400 0.33197 0.08326 0.6689
```


Entry 7:
An isolated molecule of C3H5BN2 at a distorted geometry, computed with ωB97M-V with the def2-TZVPD basis set.

Values from the calculation:
- HOMO-LUMO gap (alpha / beta): 6.648 / 7.342 eV
- Spin multiplicity: 3
- Energy relative to the best compared isomer or geometry (same formula, charge and spin): 70.2 kJ/mol
- Charge: 0
- HOMO level (alpha / beta): -0.22771 / -0.35772 Eh
- ⟨S²⟩: 2.02
- DFT total energy: -6842.6622 eV

Structure (XYZ):
```
11
Properties=species:S:1:pos:R:3:nbo_charge:R:1
B -1.93077 -0.87383 -0.06808 0.3495
C 1.14068 1.01410 -0.25272 0.0582
C -0.23923 1.14243 0.02094 -0.0555
C 1.93255 -1.23768 -0.08583 0.2372
N 1.72844 -0.04962 -0.07663 -0.4478
N -1.02980 0.13991 0.01223 -0.5820
H -2.13395 -1.67300 0.70455 -0.0663
H -2.60625 -1.07151 -0.98696 -0.0627
H 1.67080 2.04264 -0.43628 0.2203
H -0.60387 2.17931 0.28357 0.1922
H 2.07140 -1.61276 0.88522 0.1568
```


Entry 8:
A cluster of 2 separate species, C3H5BN2O2 in total at a distorted geometry, computed with ωB97M-V with the def2-TZVPD basis set.

Values from the calculation:
- HOMO-LUMO gap: 8.062 eV
- Spin multiplicity: 1
- Energy relative to the best compared isomer or geometry (same formula, charge and spin): 421.8 kJ/mol
- Charge: 0
- HOMO level: -0.31386 Eh
- DFT total energy: -10942.0283 eV

Structure (XYZ):
```
13
Properties=species:S:1:pos:R:3:nbo_charge:R:1
B -2.26566 -0.14807 0.00931 1.2497
C 1.21813 0.85881 -0.41352 -0.4624
C 2.56715 0.48661 -0.31612 -0.0654
C 0.52880 -0.23064 0.07282 -0.0410
N 2.69342 -0.72927 0.18160 -0.2908
N 1.43637 -1.15554 0.40491 -0.4116
O -2.76734 0.93876 0.58983 -0.9312
O -2.90470 -1.18529 -0.47925 -0.9246
H 0.81027 1.77946 -0.77850 0.2158
H 3.43542 1.05700 -0.59018 0.2015
H 1.29681 -2.06161 0.81707 0.4048
H -2.18303 1.61055 0.93568 0.5334
H -3.86565 -1.22077 -0.43365 0.5218
```


Entry 9:
A cluster of 2 separate species, C3H5BN2O3 in total at a distorted geometry, computed with ωB97M-V with the def2-TZVPD basis set.

Values from the calculation:
- HOMO-LUMO gap: 9.436 eV
- Spin multiplicity: 1
- Energy relative to the best compared isomer or geometry (same formula, charge and spin): 170.6 kJ/mol
- Charge: 0
- HOMO level: -0.36878 Eh
- DFT total energy: -12990.4737 eV

Structure (XYZ):
```
14
Properties=species:S:1:pos:R:3:nbo_charge:R:1
B -2.01384 -0.05619 -0.12489 1.2088
C 1.55276 1.02245 0.54790 -0.4269
C 2.69935 0.24860 0.32350 -0.0241
C 0.69522 0.46950 -0.36227 0.5774
N 2.49233 -0.62411 -0.64917 -0.2575
N 1.20170 -0.50048 -1.04315 -0.4085
O -1.50552 -0.87137 0.95995 -0.9076
O -3.34557 0.02879 -0.37792 -0.9208
O -1.25232 0.72593 -0.84318 -0.7406
H 1.52332 1.83496 1.19668 0.2498
H 3.60776 0.23548 0.96521 0.2276
H 0.57303 -1.03049 -1.67379 0.4494
H -2.24085 -0.88168 1.49903 0.4721
H -3.98738 -0.60142 -0.41790 0.5008
```


Entry 10:
An isolated molecule of C3H5BN2O3 at a distorted geometry, computed with ωB97M-V with the def2-TZVPD basis set.

Values from the calculation:
- HOMO-LUMO gap: 8.992 eV
- Spin multiplicity: 1
- Energy relative to the best compared isomer or geometry (same formula, charge and spin): 6.2 kJ/mol
- Charge: 0
- HOMO level: -0.32761 Eh
- DFT total energy: -12992.1776 eV
- SMILES: OB(O)On1ccnc1

Structure (XYZ):
```
14
Properties=species:S:1:pos:R:3:nbo_charge:R:1
B 1.50178 -0.68934 0.81419 1.2543
C -2.04490 1.24818 -0.84594 -0.0740
C -0.96620 1.46141 -0.05699 -0.1289
C -0.64613 -0.13726 -1.58601 0.1449
N -1.83606 0.32184 -1.76152 -0.4481
N -0.10099 0.47961 -0.49308 -0.0331
O 0.42361 -1.48466 1.28939 -0.9074
O 2.71966 -0.97597 1.18791 -0.8995
O 1.19025 0.34086 -0.00593 -0.5262
H -3.01459 1.85704 -0.72146 0.2038
H -0.55749 2.10924 0.65164 0.2251
H -0.23977 -0.85728 -2.15977 0.1967
H 0.55126 -1.93206 2.03601 0.4752
H 3.01957 -1.74160 1.65156 0.5173
```